# 1
Formula: C47H56ClIN4O5PTa
Source: the OMol25 dataset
Level of theory: ωB97M-V/def2-TZVPD

Last column: Mulliken charge in e.
CARTESIAN COORDINATES (ANGSTROEM)
1 Ta 0.84 -1.21 0.13  0.946
2 C 5.57 -2.73 2.64  -1.254
3 C 4.73 -1.56 3.03  0.070
4 N 3.69 -1.12 2.36  -0.132
5 C 3.21 -0.05 3.05  0.122
6 C 4.00 0.18 4.17  -0.076
7 N 4.95 -0.80 4.12  -0.056
8 C 4.08 1.13 5.31  0.588
9 O 3.19 2.10 5.37  -0.576
10 O 4.96 0.99 6.13  -0.646
11 C 2.01 0.69 2.59  0.041
12 O 1.61 1.66 3.24  -0.993
13 O 1.42 0.29 1.52  0.670
14 H 4.93 -3.50 2.20  0.243
15 H 6.09 -3.14 3.50  0.404
16 H 6.31 -2.44 1.89  0.235
17 H 5.66 -0.89 4.83  0.223
18 H 2.57 2.05 4.60  0.416
19 Cl 3.09 -0.87 -0.84  -0.252
20 C 1.94 -2.02 -1.61  -0.635
21 H 2.38 -3.01 -1.53  0.591
22 H 1.75 -1.72 -2.63  0.305
23 N -3.25 -1.30 -1.82  -1.279
24 C -2.15 -1.90 -1.59  0.471
25 H -3.21 -0.36 -1.43  0.115
26 I 1.52 -3.58 1.33  -0.497
27 C -0.80 -2.00 -1.09  1.792
28 C -1.38 -3.08 -1.66  -0.916
29 C -1.21 -4.49 -1.98  -0.071
30 C -1.86 -5.47 -1.24  -0.112
31 C -1.67 -6.81 -1.54  -0.851
32 C -0.84 -7.18 -2.59  -0.421
33 C -0.20 -6.21 -3.34  -0.848
34 C -0.38 -4.87 -3.03  -0.153
35 H -2.52 -5.19 -0.43  0.527
36 H -2.18 -7.57 -0.96  0.395
37 H -0.70 -8.23 -2.82  0.393
38 H 0.45 -6.49 -4.16  0.411
39 H 0.12 -4.10 -3.61  0.490
40 O 0.57 0.49 -1.29  0.442
41 P 0.13 1.79 -1.94  -0.596
42 C 0.27 1.83 -3.78  0.777
43 C 1.24 0.76 -4.32  -1.512
44 C 0.53 -0.59 -4.50  0.639
45 C -0.68 -0.49 -5.42  -1.572
46 C -1.67 0.49 -4.83  0.104
47 C -1.01 1.85 -4.63  -1.693
48 C -1.60 2.18 -1.58  1.364
49 C -2.02 1.80 -0.15  0.392
50 C -3.40 2.37 0.11  -1.029
51 C -3.33 3.90 0.20  -0.943
52 C -2.19 4.47 -0.66  -0.883
53 C -2.01 3.63 -1.93  -1.586
54 C 1.19 3.17 -1.38  -0.310
55 C 1.41 3.19 0.16  0.361
56 C 2.84 2.83 0.53  -0.209
57 C 3.85 3.82 -0.05  -0.898
58 C 3.42 4.29 -1.45  -1.193
59 C 2.54 3.25 -2.13  -0.527
60 H 0.73 2.81 -3.93  0.665
61 H 2.10 0.64 -3.66  0.244
62 H 1.61 1.10 -5.29  0.599
63 H 0.17 -0.94 -3.53  -0.562
64 H 1.25 -1.33 -4.87  0.611
65 H -1.14 -1.47 -5.54  0.513
66 H -0.37 -0.16 -6.42  0.404
67 H -2.04 0.09 -3.88  -0.233
68 H -2.55 0.60 -5.47  0.484
69 H -1.73 2.58 -4.25  0.475
70 H -0.71 2.22 -5.62  0.621
71 H -2.14 1.49 -2.24  0.304
72 H -1.32 2.19 0.59  -0.390
73 H -1.99 0.71 -0.03  -0.777
74 H -3.83 1.95 1.02  0.208
75 H -4.07 2.07 -0.71  0.449
76 H -3.17 4.20 1.24  0.361
77 H -4.28 4.34 -0.11  0.452
78 H -1.25 4.47 -0.10  -0.068
79 H -2.39 5.51 -0.93  0.622
80 H -1.29 4.10 -2.60  0.654
81 H -2.95 3.61 -2.48  0.620
82 H 0.62 4.06 -1.66  0.627
83 H 0.72 2.52 0.67  -1.031
84 H 1.20 4.20 0.52  0.633
85 H 3.05 1.82 0.18  -0.329
86 H 2.93 2.80 1.62  0.434
87 H 4.83 3.34 -0.10  0.407
88 H 3.96 4.68 0.61  0.392
89 H 4.30 4.51 -2.07  0.497
90 H 2.86 5.23 -1.37  0.336
91 H 3.04 2.28 -2.13  0.174
92 H 2.39 3.53 -3.17  0.531
93 N -0.74 -1.09 1.25  0.673
94 C -1.51 -1.12 2.24  -0.571
95 C -2.32 0.03 2.72  0.499
96 C -3.69 -0.12 2.94  -0.435
97 C -4.43 0.93 3.47  -0.877
98 C -3.80 2.12 3.82  -0.511
99 C -2.44 2.26 3.61  -0.585
100 C -1.70 1.23 3.05  0.141
101 C -1.67 -2.39 3.02  0.117
102 C -1.89 -3.58 2.33  0.384
103 C -2.04 -4.76 3.03  -0.510
104 C -1.95 -4.77 4.42  -0.561
105 C -1.72 -3.58 5.10  -0.882
106 C -1.59 -2.39 4.41  -0.239
107 H -4.17 -1.06 2.70  0.519
108 H -5.49 0.81 3.63  0.432
109 H -4.37 2.92 4.25  0.402
110 H -1.94 3.19 3.89  0.531
111 H -0.63 1.34 2.90  0.114
112 H -1.93 -3.56 1.25  -0.149
113 H -2.22 -5.69 2.50  0.458
114 H -2.06 -5.69 4.97  0.402
115 H -1.64 -3.58 6.18  0.426
116 H -1.43 -1.46 4.94  0.485

E_HOMO in eV: -8.27
Kohn-Sham gap in eV: 7.88
Energy above the lowest of the compared OMol25 structures with the same formula, charge and spin in kJ/mol: 37.0
Lowest unoccupied orbital energy in eV: -0.392
Charge: 0

# 2
Formula: C47H57AsCsF6N8O3SSi2Te
Source: the OMol25 dataset
Level of theory: ωB97M-V/def2-TZVPD

Last column: Mulliken charge in e.
CARTESIAN COORDINATES (ANGSTROEM)
1 Cs -0.02 0.99 0.89  1.258
2 C -4.65 1.24 0.84  -0.836
3 N -3.56 2.10 1.22  0.610
4 C -3.77 3.49 0.85  -1.096
5 C -2.59 4.32 1.25  -0.032
6 N -1.47 3.91 1.75  0.330
7 C -0.70 5.06 1.92  0.163
8 C 0.59 5.20 2.42  -0.145
9 C 1.14 6.47 2.45  -0.638
10 C 0.42 7.58 1.99  -0.397
11 C -0.87 7.46 1.50  -1.156
12 C -1.41 6.18 1.49  0.302
13 N -2.63 5.68 1.08  0.086
14 C -4.44 -0.15 1.35  0.239
15 N -4.11 -0.52 2.56  -0.490
16 C -3.93 -1.89 2.47  0.761
17 C -3.51 -2.82 3.42  -0.512
18 C -3.34 -4.14 3.04  -0.627
19 C -3.59 -4.55 1.72  -0.598
20 C -4.02 -3.65 0.76  -0.645
21 C -4.18 -2.33 1.15  -0.016
22 N -4.55 -1.20 0.47  -0.115
23 H -4.79 1.17 -0.25  0.131
24 H -5.58 1.65 1.26  0.621
25 H -2.74 1.78 0.74  -0.565
26 H -4.66 3.86 1.36  0.418
27 H -3.91 3.63 -0.23  0.277
28 H 1.17 4.33 2.73  0.395
29 H 2.15 6.60 2.82  0.413
30 H 0.89 8.56 2.01  0.349
31 H -1.42 8.32 1.13  0.350
32 H -3.34 6.18 0.56  0.259
33 H -3.30 -2.50 4.44  0.299
34 H -3.01 -4.87 3.76  0.398
35 H -3.45 -5.59 1.45  0.385
36 H -4.22 -3.96 -0.26  0.441
37 H -4.46 -1.07 -0.52  0.446
38 F 2.70 -4.85 2.31  -0.406
39 C 1.83 -4.63 1.29  0.080
40 C 1.00 -3.55 1.31  -0.764
41 C 0.13 -3.34 0.25  0.662
42 C -0.71 -2.12 0.28  1.009
43 O -0.65 -1.39 1.26  -0.742
44 C -1.51 -1.92 -0.90  -0.126
45 C -1.54 -2.86 -1.86  -0.687
46 N -0.77 -4.00 -1.88  0.616
47 C -0.84 -4.90 -2.99  -0.332
48 C -0.96 -4.34 -4.37  -1.046
49 C 0.32 -4.98 -3.94  -0.460
50 C 0.09 -4.24 -0.83  -0.250
51 C 0.94 -5.36 -0.82  -0.948
52 C 1.82 -5.54 0.23  -0.943
53 N 2.76 -6.64 0.19  0.302
54 C 4.14 -6.18 0.10  -0.445
55 C 5.04 -7.36 -0.21  -0.847
56 N 4.87 -8.37 0.89  -0.164
57 C 3.43 -8.82 1.00  -0.835
58 C 2.57 -7.60 1.27  -0.420
59 C -2.30 -0.63 -1.17  0.572
60 O -3.35 -0.77 -1.84  -1.050
61 O -1.76 0.41 -0.74  -0.764
62 H 1.01 -2.83 2.13  0.818
63 H -2.20 -2.72 -2.70  0.890
64 H -1.38 -5.82 -2.79  0.448
65 H -0.96 -3.26 -4.48  0.393
66 H -1.60 -4.86 -5.07  0.251
67 H 1.15 -4.32 -3.74  0.226
68 H 0.58 -5.95 -4.35  0.313
69 H 0.96 -6.06 -1.64  0.547
70 H 4.48 -5.69 1.02  0.382
71 H 4.22 -5.45 -0.70  0.434
72 H 6.09 -7.08 -0.24  0.413
73 H 4.75 -7.85 -1.13  0.360
74 H 5.14 -7.94 1.78  0.400
75 H 5.48 -9.17 0.75  0.344
76 H 3.37 -9.55 1.80  0.417
77 H 3.18 -9.28 0.05  0.361
78 H 2.83 -7.19 2.26  0.382
79 H 1.53 -7.91 1.31  0.409
80 C 1.75 3.75 -3.69  -1.041
81 Si 0.56 4.84 -2.68  0.088
82 C 0.32 6.40 -3.73  -1.150
83 C 1.54 5.39 -1.17  -0.550
84 As -1.37 3.80 -1.98  0.195
85 Si -1.93 2.73 -3.92  0.210
86 C -3.74 2.19 -3.81  -0.809
87 C -0.99 1.10 -4.25  -0.421
88 C -1.77 3.71 -5.54  -1.167
89 H 2.62 4.33 -4.02  0.357
90 H 1.27 3.33 -4.58  0.241
91 H 2.11 2.91 -3.08  0.231
92 H 1.29 6.85 -4.00  0.316
93 H -0.27 7.13 -3.17  0.277
94 H -0.22 6.18 -4.66  0.250
95 H 2.45 5.94 -1.46  0.399
96 H 1.84 4.54 -0.55  0.120
97 H 0.94 6.06 -0.53  -0.092
98 H -3.84 1.41 -3.04  -0.046
99 H -4.10 1.79 -4.76  0.310
100 H -4.38 3.04 -3.53  0.271
101 H -1.25 0.39 -3.47  -0.345
102 H 0.10 1.27 -4.21  0.294
103 H -1.25 0.68 -5.23  0.351
104 H -2.30 4.67 -5.46  0.269
105 H -2.19 3.15 -6.38  0.344
106 H -0.72 3.94 -5.78  0.275
107 F 7.88 4.41 0.93  -0.332
108 C 6.69 3.88 1.25  0.638
109 C 6.20 2.78 0.58  0.037
110 F 6.94 2.23 -0.41  -0.332
111 C 4.97 2.24 0.91  0.053
112 F 4.58 1.16 0.22  -0.352
113 C 4.16 2.76 1.94  0.114
114 S 2.63 2.07 2.34  -0.206
115 C 4.70 3.87 2.59  -0.067
116 F 4.02 4.45 3.59  -0.424
117 C 5.92 4.43 2.27  0.124
118 F 6.38 5.50 2.93  -0.329
119 C 0.05 1.76 5.25  -0.847
120 Te -1.70 1.42 4.07  0.271
121 C -2.62 0.26 5.62  -1.194
122 H -0.18 2.40 6.10  0.364
123 H 0.80 2.25 4.62  0.108
124 H 0.46 0.81 5.59  0.319
125 H -2.01 -0.60 5.88  0.294
126 H -3.59 -0.06 5.23  0.275
127 H -2.77 0.89 6.49  0.443

E_HOMO in eV: -2.19
Kohn-Sham gap in eV: 1.34
Energy above the lowest of the compared OMol25 structures with the same formula, charge and spin in kJ/mol: 194.8
Lowest unoccupied orbital energy in eV: -0.846
Charge: -1

Which formula does entry 2 have? C47H57AsCsF6N8O3SSi2Te